Density functional theory data (ωB97M-V/def2-TZVPD) for an isolated ion of composition C15H13N3S and charge +2 at a distorted geometry.

Structure (ORCA input):
```
! RIJCOSX wB97M-V def2-TZVPD def2/J DEFGRID3
* xyz 2 1
C 0.3192 0.3733 -1.4157
H 6.1355 1.6596 1.6203
H -6.9883 1.9842 -0.9223
H -1.8551 0.4466 -2.4709
H -2.1255 0.0281 2.1678
C -1.3421 0.3466 -1.4030
H -4.2683 2.4068 -1.0432
C 2.7875 0.2140 0.1576
H 2.9198 -1.7644 -1.2996
H 0.9347 0.4557 -2.4326
C 1.1532 0.2477 0.0239
C -4.6016 -1.1786 0.3288
C 3.5594 -1.0200 -0.6624
C 3.7204 1.2544 1.0153
C -1.4625 0.1289 1.1836
H -3.9966 -2.1441 0.6705
N 6.0110 -0.2112 0.2761
H 5.7053 -2.0728 -1.1563
H 3.2349 2.1565 1.5988
C 5.1882 -1.1875 -0.5724
S 7.7551 -0.5500 0.3199
C 0.1749 0.1397 1.3762
C -4.7037 1.3863 -0.6363
C -6.2235 -1.2913 0.3226
H 0.6121 0.0702 2.4805
C 5.3676 0.9681 1.0258
C -6.3000 1.0748 -0.5619
H -6.7380 -2.3033 0.6770
N -7.0518 -0.1295 -0.1087
H 7.9765 -1.8350 -0.2726
N -2.1936 0.2062 -0.1503
C -3.7046 0.1399 -0.1365
*
```

Results
highest occupied orbital energy: -14.06 eV
orbital gap: 5.65 eV



Density functional theory data (ωB97M-V/def2-TZVPD) for C6H14ClP in the gas phase at a distorted geometry.

Structure (ORCA input):
```
! RIJCOSX wB97M-V def2-TZVPD def2/J DEFGRID3
* xyz 0 1
H 0.1114 -3.1854 -1.5369
H 2.3527 0.5206 0.9180
C 0.3443 0.9773 0.1991
C -1.0449 1.3385 0.6593
C 0.7742 2.1482 -0.8436
H -0.0961 -1.5848 1.1301
H -1.6508 -1.3770 0.1173
C 1.3944 0.9157 1.3028
C -0.5720 -1.7973 0.0805
H 1.1160 2.8964 -0.1823
H 1.5560 1.8538 1.8181
C -0.5213 -3.1757 -0.6017
H -1.3111 0.8334 1.5099
H -1.1753 2.4394 0.8132
H -1.6907 1.0499 -0.1432
P 0.4637 -0.6048 -0.8752
H 0.8672 0.1736 1.8652
H -0.1013 2.4113 -1.5031
H -0.1302 -3.9804 0.0404
H 1.6904 1.9386 -1.4360
H -1.5095 -3.4590 -0.9652
Cl -0.8673 -0.3324 -2.3667
*
```

Results
energy above the lowest of the compared OMol25 structures with the same formula, charge and spin: 0.0 kcal/mol
highest occupied orbital energy: -8.80 eV
orbital gap: 9.68 eV
SMILES: CCP(Cl)C(C)(C)C



Density functional theory data (ωB97M-V/def2-TZVPD) for a 8-piece molecular cluster, C13H42N2O8 overall at a distorted geometry.

Structure (ORCA input):
```
! RIJCOSX wB97M-V def2-TZVPD def2/J DEFGRID3
* xyz 0 1
H -1.3995 -2.3405 -0.5700
H 4.9773 0.4814 -2.7190
H 2.2250 2.7107 1.9332
C -2.7600 -2.3592 1.9430
O -1.9219 0.6248 -2.1283
H 1.1946 -3.6546 -1.7942
H -3.4868 -1.6351 1.4101
H 3.0922 0.6273 -2.8124
H 0.8596 1.2588 0.6313
C -1.7259 -1.6633 -1.3446
C -1.3549 4.4466 -1.8781
C 1.1150 1.0198 1.6389
H 2.5002 1.4141 3.0870
H 1.9962 -0.5583 1.1022
O -3.4973 3.1887 3.3975
O 2.3822 -0.5070 -0.8077
C 2.3658 1.6753 2.0520
H 0.2797 1.4403 2.2086
H -1.5990 -1.1660 3.2463
H -0.3431 5.0193 -1.8400
H -1.4161 3.5334 -0.1319
H -0.1847 -0.1976 -1.4789
H -2.1860 5.1241 -1.8267
N 3.9605 0.3485 -2.2874
O -1.5161 3.2665 -1.0415
C 3.6731 -0.2592 -1.1880
C 0.8999 0.5833 -4.3003
H -1.2797 4.0829 -2.8853
H 2.5251 -4.5843 -1.0103
H -3.3564 -2.8107 2.7722
H -0.9453 -1.3654 1.7292
H -0.0655 -2.6326 3.5761
H 5.6887 -0.4009 -0.8545
H 3.2335 1.4546 1.4827
H -3.1452 0.3350 1.9942
H -2.1463 1.3006 3.0483
C 1.2937 -3.2340 0.2797
H -3.3602 2.7557 4.2178
C 1.9301 -3.6424 -1.0039
H -2.0557 1.4642 -1.6569
O 1.3333 -0.3599 1.7662
H -2.8189 -1.6193 -1.3887
H -4.7605 1.7655 2.8024
C -1.2386 -0.1697 -1.1694
H 2.0752 -3.1495 0.9889
H -2.0951 1.6600 1.3179
H -2.5643 -3.1372 1.1358
H 2.5936 -2.9009 -1.2750
H -0.1728 -3.6096 1.4864
C -2.7080 1.3167 2.1140
O 2.1316 1.2348 -4.0855
H 0.8301 -0.0241 -5.2268
H 0.7655 -2.2569 0.2205
O 0.2199 -4.1226 0.7313
C -3.8397 2.3199 2.3668
H 2.3312 1.6636 -4.9065
H -1.3103 0.1007 -0.1035
C -1.4709 -1.8321 2.4620
H 0.1876 1.3505 -4.3753
H 4.6600 -0.7881 0.5598
H -4.1158 2.8406 1.5217
H 0.6701 -0.0348 -3.3987
N 4.7509 -0.3821 -0.3992
O -0.6656 -2.9189 2.9256
H -1.2352 -2.0916 -2.2612
*
```

Results
energy above the lowest of the compared OMol25 structures with the same formula, charge and spin: 66.2 kcal/mol
highest occupied orbital energy: -8.75 eV
orbital gap: 9.00 eV
SMILES: NC(N)=O.CCO.CCO.CCO.CCO.CCO.CO.CO



Density functional theory data (ωB97M-V/def2-TZVPD) for C3H6OS2 in the gas phase at a distorted geometry.

Structure (ORCA input):
```
! RIJCOSX wB97M-V def2-TZVPD def2/J DEFGRID3
* xyz 0 1
H -1.6967 -0.3972 1.3106
S -0.6146 1.9132 2.0154
O -1.3004 -0.2130 -0.7381
H 0.5516 0.0310 -1.8002
H -0.0131 -1.0843 0.9320
C -0.0992 0.7941 0.9310
H 0.9386 -1.4989 -0.5595
H -2.2092 0.4108 -0.7288
C -0.8305 -0.3438 0.5651
H 2.3638 -0.2347 -1.2960
S 1.5471 1.0008 0.3408
C 1.3626 -0.3780 -0.9723
*
```

Results
energy above the lowest of the compared OMol25 structures with the same formula, charge and spin: 81.5 kcal/mol
highest occupied orbital energy: -8.59 eV
orbital gap: 8.33 eV
SMILES: CSC(=S)CO



Density functional theory data (ωB97M-V/def2-TZVPD) for C34H35CoN4O2P2 as an isolated structure.

Structure (ORCA input):
```
! RIJCOSX wB97M-V def2-TZVPD def2/J DEFGRID3
* xyz 1 4
C -2.4936 -0.3030 -1.6196
H 1.4709 -3.0416 -5.8430
C 1.0400 -2.6190 -4.9460
H -0.3789 -2.7826 4.9959
C -2.3955 -3.4024 1.6888
H 2.8559 3.6841 2.8148
C -0.5294 4.8385 -0.5551
C 2.1869 -0.2350 -2.3655
C 4.4439 0.3334 2.0978
C -0.3336 3.5400 -0.0906
H 3.0172 0.0692 -3.0022
C -0.2521 -2.9413 -4.5652
H 2.0684 0.0189 4.0395
C 2.3637 1.0604 3.9145
C -0.8445 -4.7133 0.4067
C 1.2527 -1.1738 -3.0002
O -1.4198 1.8072 3.6332
H 4.4784 -0.3752 2.9266
H -1.7922 -2.6432 -3.1263
C 0.6531 2.9421 -2.0870
H 0.8132 4.4140 -3.6256
C -2.1345 -2.3061 0.8874
H -5.6079 -1.3746 -2.4222
H 4.5211 3.0870 2.8126
C -1.7523 -4.6113 1.4476
C -0.1190 5.1743 -1.8276
C -0.8411 1.2495 2.7056
N 0.3755 -0.6798 1.8641
C -2.6841 1.0607 -1.8187
C -0.5799 -3.6132 -0.3994
H 3.6964 3.4666 1.2878
C -0.7823 -2.3853 -3.4129
H -3.1029 -3.3149 2.5027
C 0.4819 4.2004 -2.6202
H -1.0093 5.5636 0.0880
H -0.3412 -5.6513 0.2135
N 0.2610 2.6123 -0.8500
H 5.3336 0.9600 2.1593
H -2.6408 -1.3685 1.0877
C -0.1640 -2.1876 4.1185
H -1.2933 -0.4453 4.7488
C 0.8805 -1.9060 1.9942
P -0.8514 -0.8845 -1.0914
N 2.1784 0.2599 -1.1911
H 1.0757 -3.6816 3.1678
C -0.0539 -1.5089 -2.6110
H -1.9635 -5.4706 2.0698
O 3.2123 1.1562 -1.0345
C -3.5615 -1.1756 -1.8368
C -4.7860 -0.6902 -2.2615
H 1.1177 2.1531 -2.6633
P 2.9003 1.3403 2.1965
H -0.2663 6.1769 -2.2048
C -3.9109 1.5455 -2.2471
H -0.8500 -3.6184 -5.1598
H -4.0460 2.6082 -2.3971
Co 0.5463 0.7253 0.2190
H -3.4486 -2.2351 -1.6473
H 1.5017 1.6895 4.1422
N -0.5074 1.7605 1.5208
C 3.5673 3.0476 2.2862
C -0.8296 3.1330 1.2724
H -1.9117 3.3169 1.3166
C -0.6789 -0.9110 3.9912
H -5.9208 1.0466 -2.7990
C 1.7733 -1.7355 -4.1746
C -1.2291 -2.4061 -0.1708
C -4.9612 0.6709 -2.4711
H 1.4885 -2.2662 1.1728
H 3.1423 1.3988 -0.0951
H -0.3927 3.8029 2.0253
H -1.8738 1.7520 -1.6346
H 3.1689 1.2869 4.6155
C 0.6440 -2.6932 3.1076
H 2.7740 -1.4686 -4.4879
H 0.1338 -3.7107 -1.2074
C -0.3756 -0.1834 2.8510
H 4.4925 -0.2393 1.1729
*
```

Results
highest occupied orbital energy (alpha / beta): -10.88 / -10.89 eV
orbital gap (alpha / beta): 8.04 / 7.98 eV



Density functional theory data (ωB97M-V/def2-TZVPD) for a 2-piece molecular cluster, C4H7N3O overall at a distorted geometry.

Structure (ORCA input):
```
! RIJCOSX wB97M-V def2-TZVPD def2/J DEFGRID3
* xyz 0 1
H -2.3839 -2.1847 2.9371
C 1.6535 -0.3608 -0.8529
H -0.8681 2.0757 -0.7575
C 0.6179 0.5897 -0.3307
N 0.0782 0.5830 1.9928
H 2.2055 -0.8240 -0.0393
H 1.1577 -1.1353 -1.4398
N 0.4803 0.7533 0.9239
H 2.3630 0.1550 -1.4998
N -2.0180 -1.3481 2.5189
C -0.1758 1.4262 -1.2854
O -1.3533 -1.2987 0.2543
C -1.5039 -1.2439 1.4234
H 0.4836 2.0444 -1.8959
H -0.7366 0.7681 -1.9491
*
```

Results
energy above the lowest of the compared OMol25 structures with the same formula, charge and spin: 66.0 kcal/mol
highest occupied orbital energy: -7.83 eV
orbital gap: 8.64 eV



Density functional theory data (ωB97M-V/def2-TZVPD) for C38H43DyF12N5O3 as an isolated structure at a distorted geometry.

Structure (ORCA input):
```
! RIJCOSX wB97M-V def2-TZVPD def2/J DEFGRID3
* xyz -1 6
H 2.5923 -4.9150 -5.6467
H 4.6183 4.7924 -3.0068
N 1.4461 1.0689 2.4507
H 4.4042 -2.4516 -4.2485
H -0.1032 4.6987 1.7033
H 2.3323 -1.6451 -0.1500
C 1.0160 1.9694 -2.6400
C 1.4621 0.4565 3.7716
C -1.4806 -3.1935 -3.3058
H 2.1677 2.3985 0.2456
C 2.9641 -1.4125 -3.0695
H -1.0963 -2.7379 5.1545
N -1.4731 1.2744 3.2641
F -0.1128 -0.2904 -4.0701
C 1.9443 2.4319 2.3698
Dy -0.4882 -0.1719 -0.2077
H -0.2046 2.1090 1.2978
C -3.3365 -5.4020 3.5153
C -1.9608 -3.4174 3.3062
H 0.7795 -4.5051 -3.4667
C -0.5605 -2.6813 -2.1226
H -3.8929 3.1275 0.5416
H 1.7224 -2.1449 1.1794
N 0.1706 2.8460 0.7068
F -0.9788 4.0346 -2.1838
H 1.9049 4.0106 0.8881
H 3.0274 2.5054 2.5605
C -2.0354 3.8869 1.2903
H -2.7562 1.0202 -0.2142
H -3.6041 -6.1802 5.5023
H -2.9112 -4.4028 1.6610
C 3.4268 -2.5020 -3.7784
H -2.5650 3.1112 -0.6304
C 3.5369 4.7799 -3.1432
C 1.7102 -1.3897 -2.4156
H -1.1309 2.2106 3.0897
F -2.0887 0.5520 -4.1787
C 0.4987 1.1055 4.7724
H 3.5820 -0.5284 -3.0306
C -2.3289 -4.4518 5.4684
C 1.4048 -3.6328 -3.3198
C -0.5675 4.0840 0.9136
H 1.4383 3.0484 3.1192
F -2.7416 -2.7740 -3.1357
O 2.1983 -1.4082 0.7755
H 1.0514 3.9169 -3.5355
C 2.9519 3.4562 -2.7226
C 3.6889 2.5142 -2.0269
H -2.1256 3.5975 2.3408
H -3.9482 -6.1661 3.0505
O -1.1131 1.3011 -1.6944
F -1.7745 -3.9921 -0.4933
H 2.4756 0.4766 4.2055
C 3.1188 1.3017 -1.6741
H -1.1223 -0.2735 4.5584
N 1.2695 -0.2963 -1.7012
C -0.5598 -3.8124 -1.0274
H 4.1932 -4.7755 -4.9171
F -0.1131 -5.0296 -1.3828
O -1.1771 -1.6147 -1.5648
C -2.9186 1.2247 3.1360
C 3.1275 -4.8464 -4.6958
C -1.2588 3.1090 -3.1326
H 3.3193 4.9822 -4.1931
C -0.5077 1.7599 -2.8131
H -3.3197 -0.1928 1.5767
F -0.4264 1.4750 -5.2262
C -1.4193 -2.3871 2.4676
F -1.0017 3.7109 -4.3154
C -0.7850 0.8534 -4.0701
C -3.1380 -5.4191 4.8891
H 3.1082 5.5948 -2.5547
H 1.9939 0.4812 1.8260
C 1.7992 0.9666 -2.0017
H 0.7582 0.7294 5.7653
C 2.6626 -3.6518 -3.9031
C -1.0065 -1.4876 1.7457
F 0.2715 -3.4068 -0.0316
C 1.6019 2.9651 0.9816
C -2.8221 2.9134 0.4085
C 0.9044 -2.5528 -2.6017
N -2.5655 1.4954 0.6626
F -2.5916 2.9203 -3.0921
H -2.5164 4.8646 1.1982
C -0.9802 0.8063 4.5439
F -1.5441 -4.5527 -3.3835
H -3.3907 2.1593 3.4748
C 1.6186 3.1666 -3.0015
C -3.3836 0.8872 1.7086
H 0.6546 2.1888 4.7995
H 3.7095 0.5772 -1.1247
C -2.7561 -4.4192 2.7318
H 4.7165 2.7279 -1.7506
H -1.5495 1.2413 5.3853
H 2.9485 -5.7733 -4.1480
H -2.1521 -4.4635 6.5373
H -4.4369 1.1951 1.6216
F -1.0811 -2.7723 -4.5143
H 1.1673 -0.5862 3.6338
H -0.5217 4.6678 -0.0109
C -1.7416 -3.4687 4.6881
H -3.2929 0.4293 3.7848
*
```

Results
highest occupied orbital energy (alpha / beta): -4.45 / -4.45 eV
orbital gap (alpha / beta): 6.87 / 6.88 eV



Density functional theory data (ωB97M-V/def2-TZVPD) for a 3-piece molecular cluster, C4H9NO2 overall at a distorted geometry.

Structure (ORCA input):
```
! RIJCOSX wB97M-V def2-TZVPD def2/J DEFGRID3
* xyz 0 1
C -0.8143 0.3598 -0.1583
C 0.1718 -0.7716 0.1254
H 0.0831 0.6771 -1.8044
H 3.0688 0.7497 0.8494
H -0.1747 -0.9331 1.1522
N 2.0699 0.6415 0.7413
O 2.4830 -1.4254 -0.1049
H -2.8580 0.6163 -0.7529
H -2.3656 -1.1193 -0.6817
H 0.4868 1.1681 -1.2369
O -0.6031 1.5412 0.0555
H -0.0527 -1.6886 -0.4288
C 1.6845 -0.5696 0.2236
H 1.5120 1.0239 1.4897
C -2.2219 -0.1213 -0.2676
H -2.4693 -0.1487 0.7983
*
```

Results
energy above the lowest of the compared OMol25 structures with the same formula, charge and spin: 74.8 kcal/mol
highest occupied orbital energy: -9.90 eV
orbital gap: 10.44 eV



Computed values of E_tot (unit: hartree) for the preceding records, in sequence: -1140.45815, -1038.54024, -1231.78161, -989.39873, -3751.45211, -396.04317, -4056.90341, -362.96635.